Below is a single C3H8N4 molecule at a distorted geometry, with properties calculated with ωB97M-V/def2-TZVPD.

Geometry as XYZ:
```
15
C3H8N4, DFT ωB97M-V/def2-TZVPD
N -0.13 -0.36 0.72
H 0.05 -1.22 0.22
C -2.57 0.00 0.29
C 0.91 0.62 0.72
H 2.69 -0.73 0.01
H 2.01 0.61 -1.12
N -0.82 1.55 -0.29
N -1.29 0.37 -0.06
H -2.84 0.24 1.36
N 0.32 1.81 0.03
H -2.58 -1.11 0.09
H 0.96 0.80 1.74
H -3.16 0.59 -0.49
C 2.27 0.33 -0.04
H 2.98 1.09 0.34
```

Results
E_HOMO, Eh: -0.311
Energy, eV: -9197.5607
Orbital gap, eV: 9.45
Relative energy (zero: lowest compared OMol25 entry of this formula, charge and spin), eV: 4.073
Strongest force on any atom, eV/Å: 5.90

Let us look at the Mulliken charges, expressed in e, one per atom:
1. N -0.46
2. H 0.28
3. C -0.64
4. C 0.16
5. H 0.30
6. H 0.29
7. N -0.38
8. N 0.45
9. H 0.26
10. N -0.38
11. H 0.23
12. H 0.32
13. H 0.29
14. C -1.02
15. H 0.29

=====

Below is 10 unconnected molecules or ions with the total composition C9H36BF4N18O9 at a distorted geometry, with properties calculated with ωB97M-V/def2-TZVPD.

Geometry as XYZ:
```
77
C9H36BF4N18O9, DFT ωB97M-V/def2-TZVPD
O 1.25 -2.50 -2.98
H 3.90 -0.62 0.67
C 3.83 -3.08 0.26
N -1.40 0.38 -1.71
H -2.36 -2.41 3.60
N 2.67 -3.81 0.38
H 0.84 2.75 2.25
H -1.71 -0.48 -1.39
N 1.77 3.46 -2.93
H 0.90 3.94 -2.64
B -0.69 -1.35 1.83
H -0.81 -4.67 -0.12
H 2.23 2.68 0.21
O -2.83 -6.84 -1.31
O -1.01 1.60 -3.62
H -1.19 1.56 2.02
H -1.02 1.08 -1.13
N 2.86 -0.01 2.80
H -2.62 -1.11 -3.25
H -0.77 -6.45 -0.16
H 1.94 0.12 -1.41
O 4.30 -2.52 1.22
N -2.23 5.88 -0.70
N -2.91 -0.35 4.99
H 1.63 2.94 -3.81
N -3.20 -2.47 4.18
N 2.28 -0.65 -3.74
N -2.37 -0.26 -3.78
C -3.67 -1.50 4.99
H 5.35 -2.53 -0.93
H 4.12 -3.12 -1.88
O -1.59 4.74 2.08
H -3.76 -3.33 4.17
C -2.44 -5.75 -0.94
O 2.63 2.03 1.88
H 2.73 0.27 -3.59
F -1.23 -0.16 1.27
H 2.15 -3.42 1.14
H 1.27 -1.38 -0.77
H -3.26 5.96 -0.81
O -4.75 -1.55 5.58
H -2.58 2.47 1.58
N 3.56 0.33 0.66
H -3.31 0.23 5.66
H -4.19 -4.94 -1.43
H -2.07 -0.32 -4.76
C -1.59 5.01 -1.57
N -3.24 -4.67 -1.16
N -1.25 -5.56 -0.29
F 0.57 -1.51 1.26
F -0.55 -1.34 3.29
H -3.17 3.92 -2.09
C -1.57 0.62 -3.09
C -0.99 3.66 2.15
H 2.02 -1.03 -4.68
N -1.61 2.47 1.94
H 0.72 4.47 2.60
H -3.21 -3.88 -0.53
N 0.31 3.55 2.32
N 4.51 -3.04 -0.95
C 2.12 2.71 -1.89
O -0.36 4.95 -1.53
F -1.49 -2.44 1.35
N -2.32 4.32 -2.56
C 1.79 -1.44 -2.74
H -1.87 5.78 0.24
N 1.94 -0.92 -1.45
H 3.67 0.89 -0.24
C 3.02 0.87 1.79
H 3.41 -0.86 2.84
O 2.95 1.80 -2.13
H 2.13 -3.98 -0.44
N 1.81 3.09 -0.66
H 2.52 0.45 3.62
H 1.37 4.00 -0.64
H -1.84 3.51 -2.98
H -2.04 -0.24 4.60
```

Results
E_HOMO, Eh: -0.269
Energy, eV: -66733.0460
Orbital gap, eV: 9.60
Relative energy (zero: lowest compared OMol25 entry of this formula, charge and spin), eV: 0.000
Strongest force on any atom, eV/Å: 4.27
Total charge: -1

Let us look at the Mulliken charges, expressed in e, one per atom:
1. O -0.72
2. H 0.13
3. C 0.47
4. N 0.00
5. H 0.23
6. N -0.45
7. H 0.19
8. H 0.04
9. N -0.56
10. H 0.28
11. B 0.32
12. H 0.24
13. H 0.14
14. O -0.68
15. O -0.69
16. H 0.15
17. H 0.03
18. N -0.31
19. H 0.19
20. H 0.19
21. H 0.07
22. O -0.70
23. N -0.47
24. N -0.29
25. H 0.33
26. N -0.28
27. N -0.33
28. N -0.51
29. C 0.46
30. H 0.22
31. H 0.22
32. O -0.82
33. H 0.18
34. C 0.51
35. O -0.87
36. H 0.26
37. F -0.36
38. H 0.23
39. H -0.01
40. H 0.24
41. O -0.71
42. H 0.19
43. N -0.28
44. H 0.18
45. H 0.25
46. H 0.27
47. C 0.59
48. N -0.38
49. N -0.33
50. F -0.18
51. F -0.44
52. H 0.32
53. C 0.62
54. C 0.54
55. H 0.24
56. N -0.19
57. H 0.18
58. H 0.24
59. N -0.18
60. N -0.33
61. C 0.58
62. O -0.72
63. F -0.43
64. N -0.61
65. C 0.25
66. H 0.31
67. N 0.33
68. H 0.12
69. C 0.67
70. H 0.20
71. O -0.85
72. H 0.29
73. N 0.07
74. H 0.22
75. H 0.21
76. H 0.24
77. H 0.24

=====

Below is a gas-phase ion, C2HO4S (charge -1) at a distorted geometry, with properties calculated with ωB97M-V/def2-TZVPD.

Geometry as XYZ:
```
8
C2HO4S, DFT ωB97M-V/def2-TZVPD
H -0.44 -0.25 0.78
S 2.54 1.01 -0.93
C 0.73 -1.00 -0.79
O 2.15 1.45 -2.29
O 3.54 1.87 -0.22
O 0.83 1.22 0.07
O 1.08 -1.89 -1.49
C 0.41 -0.05 0.12
```

Results
E_HOMO, Eh: -0.131
Energy, eV: -21114.8890
Orbital gap, eV: 7.51
Relative energy (zero: lowest compared OMol25 entry of this formula, charge and spin), eV: 1.827
Strongest force on any atom, eV/Å: 2.28
Total charge: -1

Let us look at the Mulliken charges, expressed in e, one per atom:
1. H 0.27
2. S 0.56
3. C 0.60
4. O -0.53
5. O -0.59
6. O -0.51
7. O -0.48
8. C -0.31

=====

Below is 3 unconnected molecules or ions with the total composition C5H12N2O at a distorted geometry, with properties calculated with ωB97M-V/def2-TZVPD.

Geometry as XYZ:
```
20
C5H12N2O, DFT ωB97M-V/def2-TZVPD
H 2.01 -0.26 1.60
H 0.99 -2.11 0.52
H 1.96 0.75 -1.19
C 0.40 0.18 0.44
O 1.14 0.74 -1.74
H -1.61 -1.83 0.68
C 0.16 0.49 -0.90
H -1.51 3.82 0.72
N 0.02 2.44 0.43
C -1.17 2.82 0.38
H -1.96 2.15 -0.05
N 1.74 0.38 0.87
H -0.82 0.39 -1.35
H 1.80 1.34 1.20
H -0.45 0.10 1.11
C -1.08 -2.28 -0.16
H -1.66 -2.09 -1.07
H -1.10 -3.36 -0.01
C 0.33 -1.75 -0.27
H 0.81 -1.90 -1.23
```

Results
E_HOMO (alpha / beta), Eh: -0.229 / -0.229
Energy, eV: -10402.0388
Orbital gap (alpha / beta), eV: 7.00 / 7.00
Relative energy (zero: lowest compared OMol25 entry of this formula, charge and spin), eV: 6.385
Strongest force on any atom, eV/Å: 3.53

Let us look at the Mulliken charges, expressed in e, one per atom:
1. H 0.26
2. H 0.37
3. H 0.42
4. C 0.49
5. O -0.50
6. H 0.29
7. C -0.37
8. H 0.28
9. N -0.67
10. C -0.34
11. H 0.12
12. N -0.69
13. H 0.39
14. H 0.30
15. H 0.29
16. C -0.95
17. H 0.30
18. H 0.33
19. C -0.66
20. H 0.35

=====

Below is a single C2H4OS3 molecule at a distorted geometry, with properties calculated with ωB97M-V/def2-TZVPD.

Geometry as XYZ:
```
10
C2H4OS3, DFT ωB97M-V/def2-TZVPD
H 1.04 2.71 1.73
H 0.88 3.09 -0.18
C 0.98 2.34 0.66
O -3.64 0.52 1.56
H 0.09 0.46 1.35
S -3.07 -0.45 0.63
S -4.30 -1.01 -0.77
H 1.94 1.93 0.43
C -0.03 1.19 0.54
S -1.22 0.79 -0.56
```

Results
E_HOMO, Eh: -0.322
Energy, eV: -36689.7162
Orbital gap, eV: 7.05
Relative energy (zero: lowest compared OMol25 entry of this formula, charge and spin), eV: 2.345
Strongest force on any atom, eV/Å: 3.34

Let us look at the Mulliken charges, expressed in e, one per atom:
1. H 0.28
2. H 0.30
3. C -0.83
4. O -0.41
5. H 0.28
6. S 0.40
7. S -0.24
8. H 0.32
9. C 0.06
10. S -0.15

=====

Below is a single C22H22N2O3S molecule, with properties calculated with ωB97M-V/def2-TZVPD.

Geometry as XYZ:
```
50
C22H22N2O3S, DFT ωB97M-V/def2-TZVPD
H -2.47 3.06 0.05
H -3.62 1.10 0.33
C -2.92 0.33 0.60
H 2.73 1.19 2.39
C -3.26 -1.01 0.42
H -4.95 0.13 -1.33
C -0.75 -0.34 1.44
O 1.62 -1.87 2.20
H 2.74 2.62 0.06
C 1.82 2.52 -0.49
C 2.13 0.05 -0.57
H -6.21 -1.06 -0.93
H -1.62 3.92 1.35
H -1.45 2.10 -2.52
H -0.69 -2.92 -1.39
H -0.41 -2.44 1.56
S 3.64 0.11 0.42
C 1.39 -3.34 -1.91
C 0.07 -2.57 -2.09
N 0.51 0.09 1.86
C 0.43 -1.17 -1.74
H -5.73 0.15 0.28
H 3.28 -2.58 -1.06
C -0.54 2.24 -1.95
H 1.93 -3.37 -2.86
H 1.23 -4.37 -1.59
C -2.16 3.01 1.10
H 0.62 1.09 1.81
H 3.64 -0.31 2.75
C -0.11 3.48 -1.56
C 1.08 3.62 -0.82
C 2.89 0.15 2.10
C -1.68 0.67 1.10
O -4.45 -1.44 -0.08
H -0.68 4.36 -1.82
C -1.11 -1.67 1.29
H -3.04 2.91 1.74
N -0.28 -0.12 -2.02
C 0.20 1.08 -1.61
H 1.40 4.60 -0.53
H -0.34 -2.65 -3.10
C 2.20 -2.53 -0.89
O -1.25 1.95 1.32
C -5.38 -0.49 -0.54
C 1.66 -1.15 -1.03
C -2.35 -2.00 0.79
C 1.41 1.23 -0.88
C 1.62 -0.67 2.08
H -2.64 -3.04 0.67
H 2.02 -2.88 0.13
```

Results
E_HOMO, Eh: -0.284
Energy, eV: -43129.7664
Orbital gap, eV: 7.83
Relative energy (zero: lowest compared OMol25 entry of this formula, charge and spin), eV: 0.199
Strongest force on any atom, eV/Å: 0.66

Let us look at the Mulliken charges, expressed in e, one per atom:
1. H 0.39
2. H 0.56
3. C -0.12
4. H 0.34
5. C 0.45
6. H 0.33
7. C -0.42
8. O -0.64
9. H 0.48
10. C -0.53
11. C -0.09
12. H 0.24
13. H 0.27
14. H 0.50
15. H 0.03
16. H 0.54
17. S -0.13
18. C -0.77
19. C -0.62
20. N 0.13
21. C 0.27
22. H 0.33
23. H 0.48
24. C -0.36
25. H 0.32
26. H 0.37
27. C -1.14
28. H 0.30
29. H 0.48
30. C -0.51
31. C -0.87
32. C -0.51
33. C 0.52
34. O -0.48
35. H 0.46
36. C -0.47
37. H 0.40
38. N -0.63
39. C -0.23
40. H 0.42
41. H 0.42
42. C -0.83
43. O -0.40
44. C -0.85
45. C 0.86
46. C -0.86
47. C 0.71
48. C 0.20
49. H 0.50
50. H 0.16